1.
# C19H24Br3Cl9O15

C19H24Br3Cl9O15 as an isolated structure (ωB97M-V/def2-TZVPD, OMol25).

Output
* largest force on an atom: 3.0 eV/A
* multiplicity: 1
* total charge: 0

Last column: natural (NBO) charge in e.
CARTESIAN COORDINATES (ANGSTROEM)
C1 4.130 1.225 3.535  -0.463
Br1 3.051 1.176 1.867  0.022
Br2 3.087 0.815 5.076  0.148
Br3 5.059 2.945 3.633  0.090
H1 4.913 0.504 3.373  0.223
C2 2.541 -4.619 2.007  -0.278
Cl1 3.916 -5.695 1.728  0.014
Cl2 1.146 -5.207 1.103  0.042
Cl3 3.005 -2.939 1.612  -0.021
H2 2.320 -4.700 3.063  0.246
C3 -1.828 2.771 -3.337  -0.285
Cl4 -3.447 2.893 -4.065  0.016
Cl5 -1.420 4.214 -2.459  0.041
Cl6 -0.672 2.499 -4.656  -0.013
H3 -1.840 1.904 -2.687  0.245
C4 -4.721 1.266 -0.004  -0.271
Cl7 -5.217 1.057 -1.699  0.016
Cl8 -5.826 2.363 0.808  0.031
Cl9 -3.070 1.922 0.101  -0.010
H4 -4.683 0.302 0.478  0.237
C5 -2.935 -5.265 -0.538  -0.101
C6 -4.090 -4.268 -0.738  -0.097
O1 -5.028 -4.989 -1.568  -0.489
C7 -4.593 -6.242 -1.764  0.969
O2 -5.212 -7.116 -2.273  -0.577
O3 -3.354 -6.411 -1.250  -0.490
H5 -2.746 -5.487 0.512  0.196
H6 -2.018 -4.815 -0.923  0.189
H7 -3.845 -3.423 -1.376  0.202
H8 -4.539 -3.909 0.182  0.196
C8 3.489 2.704 -4.566  -0.102
C9 2.679 1.856 -3.590  -0.106
O4 1.928 2.852 -2.868  -0.506
C10 2.552 4.040 -2.974  0.976
O5 2.229 5.003 -2.373  -0.581
O6 3.506 3.989 -3.932  -0.483
H9 3.040 2.743 -5.553  0.201
H10 4.498 2.297 -4.580  0.205
H11 3.225 1.249 -2.863  0.188
H12 1.911 1.242 -4.065  0.207
C11 0.994 -1.048 -0.334  -0.115
C12 0.562 0.036 -1.335  -0.102
O7 -0.835 0.001 -1.172  -0.502
C13 -1.258 -1.109 -0.555  0.981
O8 -2.397 -1.378 -0.444  -0.582
O9 -0.198 -1.840 -0.140  -0.491
H13 1.337 -0.694 0.640  0.197
H14 1.718 -1.780 -0.694  0.219
H15 0.919 -0.142 -2.352  0.187
H16 1.006 0.999 -1.075  0.202
C14 0.109 4.275 0.629  -0.100
C15 1.430 4.841 1.079  -0.104
O10 1.780 3.990 2.203  -0.494
C16 0.649 3.418 2.669  0.977
O11 0.559 2.722 3.636  -0.596
O12 -0.397 3.662 1.820  -0.497
H17 0.227 3.546 -0.184  0.188
H18 -0.579 5.058 0.314  0.209
H19 1.279 5.860 1.461  0.185
H20 2.252 4.905 0.376  0.227
C17 0.578 -0.978 3.516  -0.112
C18 -0.574 -1.059 2.522  -0.095
O13 -0.919 -2.425 2.470  -0.480
C19 -0.166 -3.119 3.335  0.979
O14 -0.149 -4.272 3.455  -0.581
O15 0.631 -2.297 4.065  -0.499
H21 0.455 -0.165 4.231  0.216
H22 1.543 -0.773 3.032  0.184
H23 -0.335 -0.590 1.565  0.176
H24 -1.362 -0.389 2.891  0.195

=====

2.
# C28H38BN7O4S3Ti

C28H38BN7O4S3Ti as an isolated structure (ωB97M-V/def2-TZVPD, OMol25).

Output
* largest force on an atom: 0.7 eV/A
* energy relative to the best compared isomer or geometry (same formula, charge and spin): 0.0285 eV
* multiplicity: 1
* total charge: +2

Last column: Löwdin charge in e.
CARTESIAN COORDINATES (ANGSTROEM)
Ti1 0.067 0.436 -1.240  0.570
C1 -4.190 -0.709 -1.596  -0.024
C2 -4.637 -0.811 -0.139  -0.528
C3 -5.144 0.522 0.405  -0.024
C4 -5.751 -1.847 -0.024  -0.041
N1 -3.466 -1.277 0.699  0.033
C5 -3.429 -2.466 1.405  0.004
C6 -2.220 -2.543 2.003  -0.009
N2 -1.509 -1.414 1.664  0.032
B1 -0.060 -1.184 2.148  -0.524
N3 0.164 0.290 2.600  0.045
C7 -0.328 0.643 3.838  -0.011
C8 -0.188 1.976 3.983  0.004
N4 0.405 2.455 2.833  0.031
C9 0.600 1.412 2.005  -0.625
S1 1.375 1.500 0.450  0.803
C10 0.727 3.918 2.599  -0.529
C11 -0.048 4.406 1.377  -0.030
C12 2.236 4.085 2.447  -0.028
C13 0.268 4.714 3.818  -0.042
N5 1.001 -1.771 1.131  0.058
C14 2.178 -2.254 1.654  -0.011
C15 2.736 -3.081 0.743  -0.002
N6 1.908 -3.110 -0.357  0.026
C16 0.875 -2.279 -0.107  -0.583
S2 -0.372 -1.837 -1.259  0.822
C17 2.083 -4.055 -1.531  -0.525
C18 3.301 -4.933 -1.265  -0.039
C19 2.312 -3.276 -2.821  -0.031
C20 0.843 -4.944 -1.616  -0.024
C21 -2.284 -0.663 0.868  -0.618
S3 -1.791 0.852 0.181  0.816
H1 -5.055 -0.465 -2.211  0.104
H2 -3.787 -1.663 -1.942  0.094
H3 -3.447 0.073 -1.744  0.044
H4 -6.028 0.815 -0.159  0.102
H5 -4.409 1.317 0.304  0.048
H6 -5.426 0.429 1.455  0.100
H7 -6.593 -1.495 -0.618  0.103
H8 -6.098 -1.962 1.003  0.097
H9 -5.453 -2.818 -0.421  0.096
H10 -4.259 -3.143 1.447  0.127
H11 -1.814 -3.298 2.651  0.137
H12 0.065 -1.849 3.137  0.132
H13 -0.735 -0.087 4.514  0.138
H14 -0.448 2.604 4.812  0.127
H15 0.284 3.926 0.460  0.039
H16 0.112 5.479 1.274  0.101
H17 -1.117 4.233 1.503  0.098
H18 2.622 3.581 1.565  0.043
H19 2.756 3.704 3.327  0.100
H20 2.462 5.146 2.354  0.101
H21 -0.808 4.640 3.977  0.097
H22 0.500 5.761 3.634  0.103
H23 0.794 4.418 4.726  0.097
H24 2.491 -2.014 2.655  0.142
H25 3.626 -3.673 0.822  0.127
H26 4.220 -4.352 -1.182  0.091
H27 3.418 -5.603 -2.115  0.105
H28 3.181 -5.551 -0.375  0.100
H29 3.238 -2.702 -2.769  0.082
H30 1.490 -2.607 -3.060  0.049
H31 2.406 -3.996 -3.633  0.105
H32 0.674 -5.458 -0.669  0.102
H33 1.002 -5.697 -2.387  0.104
H34 -0.051 -4.384 -1.881  0.048
O1 4.478 0.214 -1.962  0.206
C22 3.180 0.390 -1.967  -0.457
O2 2.363 -0.398 -1.521  -0.028
C23 2.707 1.642 -2.602  -0.169
C24 3.459 2.584 -3.271  0.068
C25 2.779 3.635 -3.887  0.029
C26 1.395 3.680 -3.845  0.075
C27 0.732 2.674 -3.160  -0.138
N7 1.377 1.710 -2.531  0.049
C28 -0.763 2.488 -3.066  -0.481
O3 -1.541 3.320 -3.403  0.197
O4 -1.029 1.278 -2.533  -0.212
H35 4.702 -0.628 -1.532  0.159
H36 4.534 2.491 -3.324  0.140
H37 3.332 4.398 -4.419  0.134
H38 0.822 4.455 -4.335  0.145

=====

3.
# C12H18Br4NO5P

A 3-piece molecular cluster, C12H18Br4NO5P overall (ωB97M-V/def2-TZVPD, OMol25).

Output
* largest force on an atom: 5.3 eV/A
* structure (SMILES): CN(C)C(=O)CC1=C([PH2]=O)C(=O)OC1=O.BrCCBr.BrCCBr
* multiplicity: 1
* total charge: 0

Last column: natural (NBO) charge in e.
CARTESIAN COORDINATES (ANGSTROEM)
C1 -1.421 -1.922 0.257  -0.433
N1 -0.128 -2.564 -0.233  -0.454
C2 0.195 -1.830 -1.497  -0.451
C3 0.850 -2.325 0.834  0.673
O1 0.436 -2.413 2.035  -0.565
C4 2.412 -2.016 0.649  -0.545
C5 2.580 -0.422 0.508  0.017
C6 3.242 0.355 -0.485  -0.439
P1 4.195 -0.277 -1.981  1.450
O2 4.586 -1.758 -1.824  -1.067
C7 2.954 1.860 -0.002  0.773
O3 3.386 2.843 -0.656  -0.539
O4 2.149 1.952 1.192  -0.486
C8 1.960 0.581 1.575  0.727
O5 1.373 0.360 2.644  -0.462
H1 -2.146 -1.955 -0.644  0.202
H2 -1.927 -2.519 1.086  0.246
H3 -1.247 -0.813 0.551  0.198
H4 -0.226 -0.751 -1.479  0.195
H5 -0.404 -2.357 -2.337  0.219
H6 1.288 -1.881 -1.817  0.210
H7 2.773 -2.574 -0.296  0.281
H8 3.031 -2.421 1.531  0.285
H9 5.429 0.475 -2.044  -0.033
H10 3.514 -0.002 -3.226  -0.024
Br1 1.206 1.487 -3.198  -0.031
C9 0.295 3.094 -2.575  -0.442
C10 -0.880 2.735 -1.705  -0.452
Br2 -2.382 2.113 -2.776  -0.007
H11 0.023 3.671 -3.459  0.238
H12 1.044 3.646 -2.003  0.244
H13 -1.251 3.614 -1.175  0.238
H14 -0.656 1.949 -0.984  0.227
Br3 -3.927 -2.134 3.143  -0.007
C11 -4.561 -0.353 3.621  -0.450
C12 -4.763 0.498 2.394  -0.444
Br4 -3.060 1.131 1.695  -0.019
H15 -3.841 0.063 4.324  0.237
H16 -5.511 -0.517 4.135  0.230
H17 -5.325 1.401 2.640  0.230
H18 -5.266 -0.026 1.581  0.234

=====

4.
# C5H7NO

C5H7NO as an isolated structure (ωB97M-V/def2-TZVPD, OMol25).

Output
* largest force on an atom: 0.5 eV/A
* energy relative to the best compared isomer or geometry (same formula, charge and spin): 6.8094 eV
* multiplicity: 1
* total charge: 0

Last column: natural (NBO) charge in e.
CARTESIAN COORDINATES (ANGSTROEM)
O1 1.587 -2.513 1.781  -0.693
C1 0.242 -2.126 1.600  -0.136
C2 0.061 -1.120 0.540  -0.004
C3 -0.054 -0.310 -0.347  -0.056
C4 -0.192 0.673 -1.407  -0.300
C5 -0.434 2.504 -0.959  -0.072
N1 0.766 1.812 -1.352  -0.621
H1 1.913 -2.849 0.937  0.469
H2 -0.405 -2.989 1.385  0.192
H3 -0.082 -1.711 2.559  0.212
H4 -0.224 0.260 -2.417  0.258
H5 -0.522 2.413 0.155  0.106
H6 -1.224 1.196 -1.334  0.289
H7 1.384 1.622 -0.559  0.355

=====

Kohn-Sham gap? In order: 10.02 7.21 7.90 8.87 eV.
Electronic energy? In order: -373633.1986 -104566.3996 -313919.6637 -8829.3934 eV.